Record 1
Computed, not measured: a 3-piece molecular cluster, C17H31ClFNO10S overall at a distorted geometry, with ωB97M-V/def2-TZVPD.

HOMO   -8.941 eV
LUMO level   0.0345 eV
Kohn-Sham gap   0.3298 Eh
SMILES   O=C=NC(=O)O[C@@](F)(CC=O)CCCCS(=O)(=O)Cl.COCCOC.COCCOC

Structure (ORCA input):
```
! RIJCOSX wB97M-V def2-TZVPD def2/J DEFGRID3
* xyz 0 1
H 2.435 0.626 -1.620
H -0.246 -2.196 -6.828
H 1.000 -3.595 -5.228
S 1.464 1.311 1.101
O -1.186 -4.653 -1.707
H -0.760 -3.894 -5.159
H -4.162 -1.953 -4.528
C -0.547 -1.483 -6.056
C -2.039 -1.233 -6.113
C -1.048 -3.908 -0.793
H 0.788 3.764 3.086
C 0.107 4.925 6.078
H 1.969 3.791 4.410
O -0.105 -4.168 0.167
H -0.673 7.449 2.985
C 1.303 -3.510 2.811
O 0.922 2.633 1.267
H -1.293 5.862 3.475
H -0.736 6.694 6.927
H -2.565 -2.465 -3.909
H -0.023 -0.540 -6.241
H -2.287 -0.806 -7.090
C 1.498 -2.637 -0.897
H 1.146 5.232 6.231
O -0.388 7.018 4.953
H 0.278 1.465 -0.897
C 0.682 0.597 -0.365
O -2.774 -2.440 -5.985
H 1.995 -4.715 1.182
O 2.045 -3.340 3.741
H 0.803 -2.417 -1.716
C 1.061 4.260 4.012
H 0.219 -3.590 3.015
H 0.151 -3.619 -3.667
H 1.256 5.314 3.802
N -1.824 -2.709 -0.719
H -2.165 7.348 3.944
O -0.011 4.099 4.931
C -2.508 -2.620 0.304
Cl 1.002 0.250 2.781
O -0.151 -1.935 -4.769
C 0.810 -3.107 0.378
C -3.315 -2.628 -4.687
H 1.131 -0.387 -2.205
H -3.667 -3.656 -4.621
H 3.257 -1.527 -1.332
O -2.992 -2.568 1.349
C 0.067 -3.336 -4.714
C 2.367 -1.351 -0.718
C 1.855 -3.649 1.384
C 1.681 -0.098 -1.301
O 2.894 1.268 0.965
C -0.798 6.136 5.988
H -0.187 -0.019 -0.120
H -0.198 4.324 6.941
H 2.138 -3.461 -1.225
H 2.716 -1.214 0.306
H 2.786 -3.088 1.343
H -1.839 5.828 5.844
C -1.176 6.904 3.782
F 0.150 -2.075 1.032
H -2.338 -0.512 -5.345
*
```


Record 2
Computed, not measured: C7H15Cl12NO2 as an isolated structure at a distorted geometry, with ωB97M-V/def2-TZVPD.

HOMO   -8.732 eV
LUMO level   -0.1262 eV
Kohn-Sham gap   0.3162 Eh
Energy relative to the best compared isomer or geometry (same formula, charge and spin)   230.8 kcal per mole

Structure (ORCA input):
```
! RIJCOSX wB97M-V def2-TZVPD def2/J DEFGRID3
* xyz 0 1
H 16.798 5.356 5.251
O 21.222 7.115 4.085
C 20.470 8.213 6.259
Cl 18.166 10.939 3.136
Cl 23.366 9.273 5.391
C 23.550 6.599 8.718
H 19.279 9.725 4.782
Cl 18.028 3.594 6.069
Cl 20.831 9.748 2.990
C 19.606 10.466 4.053
Cl 19.128 7.036 6.384
H 20.938 8.145 5.276
Cl 21.808 11.654 4.868
Cl 22.029 6.665 7.723
Cl 23.199 5.968 10.319
H 24.246 5.951 8.187
O 23.105 6.279 4.458
Cl 19.942 9.847 6.494
H 23.791 7.581 2.665
N 22.335 6.842 3.741
C 22.423 10.591 6.129
H 22.163 7.936 1.936
H 21.670 10.256 6.843
C 19.637 5.938 8.665
H 23.771 7.660 8.840
H 23.138 11.195 6.687
H 18.310 5.967 5.928
Cl 19.194 7.600 9.104
H 22.826 6.324 1.702
C 22.819 7.183 2.373
Cl 18.403 4.710 9.274
Cl 16.675 5.547 7.642
H 19.757 5.835 7.586
H 19.994 11.347 4.564
H 20.596 5.746 9.146
C 17.484 5.277 6.095
H 21.255 7.857 6.926
*
```


Record 3
Computed, not measured: C61H76N8O5PSiSr as an isolated structure at a distorted geometry, with ωB97M-V/def2-TZVPD.

HOMO (alpha / beta)   -4.097 / -4.098 eV
LUMO level (alpha / beta)   1.2509 / 1.2522 eV
Kohn-Sham gap (alpha / beta)   0.1965 / 0.1966 Eh
Energy relative to the best compared isomer or geometry (same formula, charge and spin)   7.6 kcal per mole

Structure (ORCA input):
```
! RIJCOSX wB97M-V def2-TZVPD def2/J DEFGRID3
* xyz -1 1
H -3.857 0.779 0.310
C -6.237 -0.918 5.602
O -2.513 -0.204 1.876
H 0.885 -0.996 -5.442
H -0.276 1.711 5.654
H -3.637 2.354 0.659
N 0.790 0.249 -1.355
C -1.328 -4.393 -1.018
P 2.167 2.314 2.771
H 3.294 5.212 2.731
C 0.444 -2.047 -0.950
H 1.284 -0.272 5.454
H -2.166 3.811 4.471
H 1.549 -5.875 -2.180
C 0.715 -1.189 1.832
H -2.374 -6.041 1.810
C 1.012 -3.375 -1.062
C -6.494 0.443 5.645
C 0.430 -2.116 6.140
H -0.336 6.379 -1.842
H -0.001 5.390 -5.298
C -5.272 -4.335 1.507
H 6.447 -2.190 -2.635
H -2.067 4.417 1.775
C 3.126 4.436 -0.384
C 2.725 -1.192 -1.476
H -4.724 -6.372 1.124
C 0.867 2.833 -4.479
H -4.055 2.983 -1.616
H 2.983 1.108 -7.714
C -1.405 3.645 3.735
H 2.819 2.604 -6.785
C -4.273 0.964 -2.318
H 4.638 -0.141 2.056
C -2.655 -3.974 2.297
H 4.098 0.634 3.549
H -5.450 2.114 -0.922
C -0.207 4.718 -3.228
H -5.532 -2.275 2.003
H -0.663 -3.888 6.634
H -2.161 4.045 -2.606
H -0.115 -6.442 -2.161
O -2.669 1.365 -4.059
H 4.962 -2.679 -3.468
C 0.376 1.335 -6.924
C -0.643 -2.986 6.033
C -4.413 -0.553 4.053
H -5.903 2.372 4.921
H 1.641 -0.974 -7.036
H 4.308 -1.135 3.498
C -5.208 -1.403 4.814
C -3.529 -2.898 2.376
H 5.105 -1.053 -2.800
C 2.865 1.520 -6.711
H -4.973 1.194 -3.125
C -4.390 -5.402 1.467
C 0.444 -0.957 5.382
H 4.916 -2.158 0.789
H 2.778 -4.521 -1.141
H -0.057 -6.320 0.384
H -2.479 -3.425 5.048
C 1.359 -0.960 -1.281
N 2.806 2.282 0.069
C 0.185 2.661 5.372
C 1.385 1.520 -4.660
C 4.777 -2.606 -1.314
H -1.592 -3.768 -1.866
H 3.351 -0.321 -1.612
H 4.845 -4.448 -0.168
C 3.994 -0.260 2.930
H -7.301 0.829 6.254
H -1.627 -3.836 2.603
H 0.258 -4.771 1.184
H -2.184 5.588 -3.486
H -4.069 1.475 3.526
C 1.764 0.618 2.276
C 0.512 -5.551 -2.179
H 1.988 -0.234 -3.606
H -6.851 -1.597 6.182
H 1.156 5.437 -1.711
H 2.881 6.326 1.412
C -0.601 -0.690 4.515
C 5.328 -1.777 -0.144
O -0.737 -1.798 -0.636
C 5.361 -2.097 -2.639
N 0.606 0.157 1.856
O -1.948 0.420 -2.190
C 0.991 1.125 -2.306
H 2.428 -2.519 2.333
C 0.381 3.313 -3.300
Sr -1.231 0.538 -0.183
H -6.302 -4.471 1.199
Si -2.957 -1.189 2.987
H 6.414 -1.850 -0.101
H 0.318 -5.012 -3.104
C 1.592 0.960 -6.062
C 3.137 3.170 -0.896
C 5.242 -4.047 -1.098
N -0.218 3.059 4.054
H -0.113 3.427 6.092
H 4.938 -4.689 -1.921
H -4.502 -0.021 -1.901
H 3.360 5.384 -0.822
H -1.666 -3.892 -0.118
C 1.969 -1.556 2.232
C 0.511 -5.393 0.328
H -1.862 -5.339 -1.105
C -1.657 -1.575 4.347
H 3.341 2.841 -1.897
N 2.774 4.318 0.925
H -1.946 4.048 -4.340
O -0.379 2.630 -1.139
C -4.683 0.807 4.115
H 0.408 2.383 -7.214
N -3.548 1.666 -0.082
C 0.382 5.637 -4.312
C 0.177 -4.651 -0.974
C -5.710 1.307 4.897
C 0.490 2.976 2.894
C 2.631 5.375 1.878
N -0.161 3.524 1.895
C 0.081 5.371 -1.871
H 5.053 -0.731 -0.246
H -0.122 -1.794 1.561
H 0.116 6.672 -4.107
C -4.385 2.016 -1.218
H -0.545 1.158 -6.374
H -0.351 4.781 -1.066
H -5.026 -2.469 4.783
H -0.605 0.203 3.910
C -1.666 -2.716 5.140
H 6.330 -4.068 -1.034
C 2.560 2.995 1.144
H 1.261 -2.346 6.795
N 2.627 -0.403 2.532
H 0.364 0.739 -7.835
H 2.648 -0.889 -5.594
C -3.074 -5.216 1.852
H 3.742 1.249 -6.125
H 1.467 5.568 -4.326
C 3.266 -2.448 -1.331
C -2.830 0.925 -2.922
C -4.836 -3.101 1.955
C -1.346 3.927 2.398
C 0.273 2.400 -2.167
H 0.831 3.469 -5.348
C 1.572 0.759 -3.549
C 1.699 -0.572 -6.025
C 2.373 -3.521 -1.180
C -1.723 4.601 -3.431
H 1.570 -5.637 0.382
H 1.603 5.415 2.239
H 1.271 2.551 5.406
*
```


Record 4
Computed, not measured: C30H36FIrN9O4S2 as an isolated structure at a distorted geometry, with ωB97M-V/def2-TZVPD.

HOMO (alpha / beta)   -14.482 / -14.482 eV
LUMO level (alpha / beta)   -9.1229 / -9.3499 eV
Kohn-Sham gap (alpha / beta)   0.1970 / 0.1886 Eh

Structure (ORCA input):
```
! RIJCOSX wB97M-V def2-TZVPD def2/J DEFGRID3
* xyz 3 1
C -3.143 2.137 -0.587
H -7.654 5.914 -2.640
O 1.188 -0.140 -1.993
C -4.671 -0.843 -0.853
H 3.173 -6.687 -0.128
C -0.570 -9.954 0.621
H 5.512 -3.903 -0.390
H -1.315 -10.504 0.046
H -5.401 -1.636 -0.740
C -7.492 5.455 -1.676
H 0.948 -11.267 0.171
H 0.159 -11.644 1.586
C 2.601 4.441 -0.716
N 2.813 5.730 -0.466
H 2.379 6.174 0.326
H 0.492 -9.240 -1.126
C -2.847 3.385 1.799
H -1.300 1.941 2.079
N 1.778 3.797 0.092
H 1.132 -9.746 2.696
N -8.441 4.672 -1.224
H -4.246 -0.575 0.110
C -6.205 5.043 0.275
H 2.385 -10.824 2.039
H -2.023 -3.327 -1.507
C 1.126 -6.745 0.420
H -9.170 3.445 0.241
O -2.267 -0.382 -1.871
H -7.142 3.720 1.685
C 1.580 -10.135 1.780
F -1.149 -6.562 1.070
N -2.189 1.702 0.236
C -3.847 3.840 0.934
C 2.328 -4.706 -0.170
C 1.258 2.663 0.103
H 5.097 -4.673 -2.726
C -2.067 2.313 1.419
O 3.397 -0.139 -1.780
C 1.141 -3.958 -0.005
H -3.609 -3.434 -0.705
H -0.771 -8.160 -0.519
H 4.250 -2.371 -1.505
H 6.170 -5.737 -1.838
C -4.011 3.161 -0.273
C -0.022 -5.954 0.647
N 0.529 -10.868 1.023
H 3.068 2.877 -1.937
H 3.441 6.274 -1.034
H -2.684 3.867 2.748
C -6.328 5.684 -0.948
C 2.293 -6.094 0.054
H 3.816 4.374 -2.362
N 0.656 1.682 0.337
H -0.917 -4.039 0.620
H 2.820 -8.402 1.562
Ir -0.482 0.256 -0.665
H -1.035 -9.538 1.517
C 2.124 -8.969 0.944
C 4.784 -4.692 -0.591
C -7.219 4.217 0.734
C 2.296 -0.636 -1.632
C 0.029 -8.829 -0.212
N 3.464 -4.064 -0.606
H -2.342 -2.339 -0.060
S -4.782 5.260 1.360
S -3.355 -1.407 -2.002
N 3.180 3.864 -1.768
N 1.015 -8.121 0.576
H -5.560 6.335 -1.334
H 4.504 -6.225 -2.121
C 5.148 -5.379 -1.902
H 2.668 -9.355 0.067
H -5.161 0.017 -1.296
H -3.206 1.646 -1.547
C 1.070 -2.541 -0.343
C -0.020 -4.607 0.445
H 4.828 -5.390 0.247
H -4.783 3.433 -0.973
C -2.780 -2.781 -0.952
C -8.343 4.065 -0.068
O 0.028 -1.901 -0.057
C 2.234 -2.038 -0.993
C 3.365 -2.807 -1.061
*
```


| no. | E_tot (Ha) |
| --- | --- |
| 1 | -2431.644397 |
| 2 | -6002.751717 |
| 3 | -3846.166180 |
| 4 | -2958.226072 |